1.
Computed, not measured: one molecule with the formula C6H12O, with wB97M-V/def2-TZVPD.

```
! RIJCOSX wB97M-V def2-TZVPD def2/J DEFGRID3
* xyz 0 1
C 0.2209 2.0913 -0.7259
C 0.0362 0.5830 -0.5471
C 0.6083 -0.2037 -1.7271
C 0.6901 0.1465 0.7454
O -0.0482 0.3444 1.9456
C 0.2582 -0.9938 1.5614
C -0.8922 -1.9056 1.2215
H -0.2939 2.4495 -1.6242
H -0.1745 2.6359 0.1380
H 1.2848 2.3423 -0.8269
H -1.0382 0.3789 -0.4660
H 1.6943 -0.0644 -1.8011
H 0.1671 0.1323 -2.6721
H 0.4132 -1.2776 -1.6242
H 1.7435 0.4382 0.8240
H 1.0194 -1.4547 2.1965
H -1.5518 -1.4752 0.4637
H -1.4891 -2.1047 2.1178
H -0.5125 -2.8637 0.8490
*
```

The LUMO energy is 1.12 eV. The HOMO energy is -10.04 eV. The value obtained for the HOMO-LUMO gap is 11.2 eV.

Charges computed using Löwdin, reported in e: C -0.0684; C -0.3974; C -0.0643; C -0.2698; O -0.0074; C -0.3009; C -0.0373; H 0.0785; H 0.0834; H 0.0827; H 0.1312; H 0.0836; H 0.0795; H 0.0767; H 0.1527; H 0.1386; H 0.0736; H 0.0828; H 0.0820

***

2.
Computed, not measured: a 2-piece molecular cluster, C6H12O overall, with wB97M-V/def2-TZVPD.

```
! RIJCOSX wB97M-V def2-TZVPD def2/J DEFGRID3
* xyz 0 1
C -0.1106 -2.4621 -1.4933
C -0.8145 -1.3080 -1.4921
C -0.6866 -0.3321 -0.3710
C -1.8554 0.5214 0.0112
C 0.4161 -0.4136 0.4147
C 0.4495 0.1874 1.7861
H 0.5720 -2.7244 -0.6629
H 0.1707 -3.0405 -2.3881
H -1.6944 -1.2441 -2.1107
H -2.4150 0.3935 0.9409
H -1.4739 1.5430 0.0468
H -2.4521 0.6615 -0.8914
H 1.3603 -0.6247 -0.1324
H -0.2966 -0.2961 2.4722
H 1.4557 0.1899 2.2093
H -0.0660 1.1847 1.6838
O 2.1658 2.7391 0.6433
H 2.3547 2.1791 -0.1160
H 1.2347 2.5257 0.7866
*
```

The LUMO energy is 0.59 eV. The HOMO energy is -8.47 eV. The value obtained for the HOMO-LUMO gap is 9.1 eV.

Charges computed using Löwdin, reported in e: C -0.0008; C -0.1383; C -0.3173; C -0.0699; C -0.1486; C -0.1055; H 0.0556; H 0.0574; H 0.0886; H 0.0901; H 0.0712; H 0.0756; H 0.1166; H 0.0946; H 0.0767; H 0.0687; O -0.0552; H 0.0334; H 0.0071

***

Bottom line: 1, by a margin of 1.542 eV.